Entry from the Open Molecules 2025 dataset: C16H30BeBr3Cl8FKLiN3O8 as an isolated structure (wB97M-V/def2-TZVPD).

Output
LUMO ... -0.218 Ha
Highest occupied orbital energy ... -0.34348 Eh
Total charge ... +1
Frontier orbital gap ... 3.4125 eV
Total energy ... -13518.51083 hartree

Geometry as XYZ:
```
72
Properties=species:S:1:pos:R:3:lowdin_charge:R:1
Br 0.5886 4.5975 5.4668 0.572
Br -0.7884 4.8562 8.3265 0.622
Br 0.3889 2.0463 7.3781 0.593
K 2.2113 -3.4329 -2.9954 0.829
Cl 3.2898 -1.5688 -7.5454 0.451
Cl -4.1572 6.6486 0.2595 0.506
Cl 4.3153 0.9759 -6.5842 0.482
Cl 5.4489 -0.4765 -2.2011 0.533
Cl 6.0209 -0.7808 -8.1381 0.537
Cl -4.1211 8.3407 2.6198 0.511
Cl 3.1147 0.4941 -0.9226 0.575
Cl -5.6548 5.8748 2.6237 0.539
F 0.7754 -1.2896 -1.1849 -0.516
O -1.3566 0.2376 2.7183 -0.033
O -0.9178 -0.9107 -3.7484 -0.063
O -0.7836 -2.5731 -2.3072 -0.199
O -1.1399 1.6493 4.3061 0.092
O -3.6395 3.2001 4.2915 -0.055
O -2.4059 3.6622 2.5831 -0.119
O -3.8469 2.0550 2.4818 -0.064
O 2.3446 0.2925 4.6688 -0.038
N -0.0127 0.7801 -1.0486 0.009
N -0.9770 0.5362 4.0820 0.075
N -3.3053 2.9740 3.1238 -0.658
C 4.3711 -0.2110 -7.8866 -1.548
C -2.2216 -0.9293 0.3528 -0.057
C -1.1400 -3.0705 -4.6832 0.053
C 2.5657 0.3088 3.2945 -0.261
C -0.9641 -2.0956 -3.5415 -0.492
C -1.5591 -1.7517 1.5338 -0.071
C -0.9921 -3.9289 -1.9272 -0.165
C -1.4836 -1.2229 -0.9705 -0.223
C -1.1233 0.0538 -1.7118 -0.208
C 4.8236 0.0996 -0.6673 -1.002
C 1.8289 -0.8808 2.5656 -0.075
C -4.2066 6.6787 2.0262 -1.557
C 0.2278 -4.7835 -2.2110 -0.132
C -0.6862 -0.9118 2.3294 -0.087
C -0.4465 3.7025 6.8298 -1.620
C 0.5809 -0.4434 1.6407 -0.104
Be 0.9177 0.0100 -4.9919 0.488
Li 0.9745 1.9780 2.1977 0.726
H 2.5026 -1.4309 1.9210 0.104
H 1.4651 -1.5062 3.3735 0.116
H 1.4635 0.6150 4.8782 0.032
H 1.1088 -4.3764 -1.7016 -0.004
H -1.8149 -2.6277 -5.4104 0.110
H 0.6646 -0.8553 0.6284 0.090
H -2.1252 -1.8345 -1.6056 0.129
H -1.9908 0.6934 -1.8607 0.137
H -1.5795 -4.0214 -4.3892 0.086
H -2.3266 0.1305 0.5640 0.117
H -0.2897 1.7537 -1.0566 0.077
H -1.0995 -2.6506 1.1389 0.120
H -3.2307 -1.3229 0.2558 0.125
H 2.3442 1.3125 2.8662 0.074
H 0.5696 0.6262 1.6330 0.031
H -1.4031 3.4523 6.3886 -0.037
H -0.5928 -1.8203 -0.7722 0.058
H 4.0344 0.2667 -8.7964 0.016
H -3.3454 6.1383 2.3988 -0.009
H 0.7636 0.6975 -1.6920 -0.007
H -1.8957 -4.3223 -2.3952 0.141
H 4.9121 -0.6855 0.0747 0.024
H -0.7942 -0.2640 -2.7007 -0.058
H 0.4556 -4.8079 -3.2774 0.034
H 5.3676 0.9804 -0.3470 0.034
H -1.1756 -3.9215 -0.8549 0.135
H -0.1709 -3.2456 -5.1591 0.093
H 0.0695 -5.8056 -1.8699 0.113
H -2.3703 -2.0958 2.1848 0.146
H 3.6254 0.1368 3.1498 0.128
```



Entry from the Open Molecules 2025 dataset: one molecule with the formula C4H6N2 (wB97M-V/def2-TZVPD).

Output
LUMO ... 0.019 Ha
Highest occupied orbital energy ... -0.28382 Eh
Energy above the lowest of the compared OMol25 structures with the same formula, charge and spin ... 407.0 kJ/mol
Frontier orbital gap ... 8.2522 eV
Total energy ... -265.38054 hartree

Geometry as XYZ:
```
12
Properties=species:S:1:pos:R:3:nbo_charge:R:1
N 1.2289 1.3207 -1.6658 0.004
N 1.7173 1.1446 -2.7443 -0.025
C -0.9498 -0.2886 -0.4612 -0.412
C 0.4024 -0.8391 -0.0366 -0.413
C 0.8130 1.6947 -0.3912 -0.231
C -0.0075 0.6738 0.2748 -0.264
H 0.9281 2.7489 -0.1764 0.242
H -1.0498 -0.3836 -1.5813 0.216
H 0.6937 -1.5840 0.8134 0.227
H -0.3641 0.8111 1.3090 0.239
H 1.0609 -0.7802 -0.8993 0.206
H -1.8432 -0.4186 -0.0111 0.211
```



Entry from the Open Molecules 2025 dataset: C43H36BrCl7IN7O2PTi as an isolated structure (wB97M-V/def2-TZVPD).

Output
LUMO (spin up / spin down) ... -0.041 / -0.041 Ha
Highest occupied orbital energy (spin up / spin down) ... -0.24662 / -0.28443 Eh
Frontier orbital gap (spin up / spin down) ... 5.6032 / 6.6335 eV
Total energy ... -9478.00648 hartree
2S+1 ... 2

Geometry as XYZ:
```
99
Properties=species:S:1:pos:R:3:lowdin_spin:R:1
I -1.5890 -3.3084 0.9943 0.000
Br -3.1147 -4.4836 3.8837 0.000
Ti 0.3924 0.6642 -0.5810 0.867
Cl -5.3710 0.4183 0.5425 -0.001
Cl -2.4509 0.5746 1.5640 0.002
Cl 7.0901 2.6992 -1.4781 0.000
Cl 2.4268 3.1038 -4.1108 0.000
Cl -5.9338 -0.0216 -2.4846 0.003
Cl -3.5514 -0.1678 -4.4856 -0.001
Cl -0.6368 0.0212 -3.4019 0.001
P 1.3196 -2.6034 -1.7869 0.003
O 0.8294 -1.3888 -1.0796 0.016
O 1.4328 1.3112 -1.9450 0.001
N 0.8488 8.8669 5.3939 0.000
N 2.7400 0.4534 0.1512 0.005
N -0.2824 2.5081 -0.6458 0.009
N 2.5769 -2.2519 -2.8518 0.000
N 2.0278 -3.6986 -0.7298 0.001
N 0.4067 0.7985 1.3398 0.012
N 0.0704 -3.4319 -2.5205 0.000
C -0.7409 3.1224 -1.7526 0.019
C 4.7688 0.1310 1.3761 0.000
C 4.8105 1.5084 -0.5875 0.000
C 0.3285 -4.4702 -3.4938 0.000
C 4.6721 2.8230 -2.6245 0.000
C -0.5586 -3.8125 2.7661 0.000
C -0.0595 3.4954 0.2949 0.008
C -0.5314 -4.6364 5.0300 0.000
C 3.4060 -0.0841 1.1578 0.001
C 0.4590 1.9259 2.1348 0.004
C 1.4367 5.3410 2.2289 0.001
C 0.4523 4.3923 2.5064 0.001
C -4.3232 0.0891 -1.9111 0.008
C -0.4053 4.7465 -0.2691 0.016
C 1.5566 -5.0445 -0.4986 0.000
C 2.5031 -1.0717 -3.6874 0.000
C 0.6189 1.5290 3.4797 0.000
C -1.2323 -4.2907 3.8837 0.000
C -2.7416 0.3310 -0.1084 0.006
C 2.6616 1.7028 -1.8282 0.003
C 5.4772 0.9355 0.5145 0.001
C 1.5548 6.4763 3.0006 0.000
C 3.3221 2.5121 -2.7577 -0.001
C 3.3480 -3.4215 -0.2061 0.000
C -3.2585 0.0138 -2.8050 -0.002
C 0.3060 3.2284 1.6221 0.010
C 3.4249 1.2223 -0.7211 0.003
C 1.5191 -4.0110 3.9590 0.000
C 5.4044 2.3234 -1.5705 -0.001
C 0.8429 -4.4910 5.0700 0.000
C -1.3160 -3.0337 -2.4626 0.000
C 3.3930 -3.2862 -3.4505 0.000
C -1.9626 0.1011 -2.3083 0.006
C 0.6701 6.6898 4.0611 0.000
C 0.7649 7.8841 4.8080 0.000
C -1.6395 0.2323 -0.9591 -0.005
C -0.8321 4.4984 -1.5587 0.000
C -4.0623 0.2628 -0.5531 -0.002
C 0.6551 0.1412 3.4848 -0.001
C 0.8216 -3.6836 2.8095 0.000
C 0.5282 -0.2615 2.1595 0.004
C -0.4089 4.5999 3.5829 0.001
C -0.3097 5.7396 4.3541 0.000
H -1.4210 -2.1835 -1.7920 0.000
H 0.7681 -0.5031 4.3392 0.000
H 0.1952 -4.0979 -4.5150 0.000
H 3.5120 -0.6868 -3.8522 0.000
H -0.3780 5.6927 0.2320 0.001
H 1.3806 -4.7555 5.9672 0.000
H 2.8358 -0.6977 1.8461 0.000
H 3.7000 -2.4725 -0.6089 0.000
H 6.5289 1.1320 0.6541 0.000
H 0.5190 -1.2646 1.7655 0.000
H -0.9934 2.5839 -2.6513 0.001
H 1.3476 -3.3199 1.9395 0.000
H -0.9923 5.9112 5.1742 0.000
H 3.3305 -3.3542 0.8867 0.000
H 5.1402 3.4603 -3.3564 0.000
H 4.0533 -4.2152 -0.4806 0.000
H -1.9302 -3.8571 -2.0825 0.000
H 2.3236 7.2055 2.7929 0.000
H -0.3683 -5.2980 -3.3401 0.000
H 2.1906 -5.7881 -0.9978 0.000
H -1.1767 3.8696 3.7855 0.000
H -1.6830 -2.7568 -3.4546 0.000
H 1.5600 -5.2652 0.5732 0.000
H 1.3403 -4.8456 -3.3794 0.000
H -1.0735 -5.0149 5.8842 0.000
H 1.9200 -0.3145 -3.1759 0.000
H 0.6769 2.1791 4.3330 0.000
H 2.0496 -1.2758 -4.6630 0.000
H 0.5377 -5.1428 -0.8634 0.000
H 3.0301 -3.5682 -4.4459 0.000
H -1.1718 5.2173 -2.2785 0.000
H 4.4157 -2.9138 -3.5623 0.000
H 2.5928 -3.8932 3.9832 0.000
H 5.2491 -0.3358 2.2230 0.000
H 2.1134 5.1663 1.4052 0.000
H 3.4216 -4.1664 -2.8134 0.000
```